Model 1:
18
Properties=species:S:1:pos:R:3 method="wB97M-V/def2-TZVPD" multiplicity=1 lumo_energy_ha=0.042 smiles="C=C[C@H]1[C@@H](C)P1C"
C 2.758 -1.023 -0.184
C 1.598 -0.550 -0.687
C 0.231 -0.507 -0.062
C -0.460 0.801 0.271
C 0.112 2.094 -0.256
P -1.594 -0.178 -0.835
C -2.570 -1.115 0.442
H 2.820 -1.493 0.785
H 3.668 -0.958 -0.754
H 1.652 -0.080 -1.664
H 0.150 -1.234 0.747
H -0.798 0.891 1.304
H -0.661 2.860 -0.319
H 0.541 1.958 -1.247
H 0.898 2.445 0.411
H -2.155 -1.011 1.441
H -2.599 -2.168 0.164
H -3.589 -0.733 0.444

---

Model 2:
18
Properties=species:S:1:pos:R:3 method="wB97M-V/def2-TZVPD" multiplicity=1 lumo_energy_ha=0.034 smiles="CC1=CC=CC1.P"
C -0.082 -1.685 0.939
C 0.681 -0.363 1.012
C 1.696 -0.105 1.899
C 1.804 1.326 1.837
C 1.053 1.867 0.859
C 0.158 0.830 0.303
H 0.362 -2.477 1.575
H -0.071 -2.099 -0.167
H -1.161 -1.478 1.208
H 2.251 -0.883 2.585
H 2.496 1.852 2.479
H 0.896 2.933 0.738
H -0.898 1.027 0.633
H 0.005 0.800 -0.887
P -1.952 -0.587 -3.217
H -2.747 -1.356 -3.992
H -3.050 0.434 -3.346
H -1.442 -0.036 -4.458

---

In kcal/mol, relative to the most stable structure: model 1 0.0; model 2 26.0.

---

Model 1:
18
Properties=species:S:1:pos:R:3 method="wB97M-V/def2-TZVPD" multiplicity=1 lumo_energy_ha=0.011 smiles="C=PC/C=C/CC"
C -3.510 -1.031 -0.115
P -3.042 0.508 -0.448
C -1.486 0.936 0.996
C -0.298 0.680 0.186
C 0.594 -0.237 0.377
C 1.738 -0.626 -0.528
C 2.878 0.339 -0.578
H -4.130 -1.702 -0.751
H -3.002 -1.581 0.793
H -1.445 0.339 2.005
H -1.742 2.037 0.957
H -0.525 1.208 -0.731
H 0.693 -0.687 1.295
H 1.350 -0.685 -1.462
H 2.289 -1.558 -0.154
H 3.872 -0.052 -0.783
H 2.655 1.166 -1.398
H 3.112 0.945 0.338

---

Model 2:
18
Properties=species:S:1:pos:R:3 method="wB97M-V/def2-TZVPD" multiplicity=1 lumo_energy_ha=0.004
C -2.035 -1.797 0.194
C -0.615 -1.439 0.801
C -1.257 -0.633 -0.226
C -2.020 1.548 -0.784
C 2.701 -0.301 0.278
C 1.452 0.185 -0.393
P 0.382 -1.328 -0.808
H -2.029 -2.746 -0.519
H -2.974 -1.712 0.812
H -0.252 -1.256 1.736
H -1.656 1.959 0.205
H -2.978 1.035 -0.901
H -1.474 1.561 -1.617
H 2.493 -0.258 1.296
H 3.011 -1.280 -0.048
H 3.584 0.242 0.217
H 1.588 0.775 -1.433
H 1.001 0.873 0.244

---

In kcal/mol, relative to the most stable structure: model 1 0.0; model 2 66.4.

---

Model 1:
24
Properties=species:S:1:pos:R:3 method="wB97M-V/def2-TZVPD" charge=+1 multiplicity=1 lumo_energy_ha=-0.115
C 0.070 -2.556 0.632
C -0.992 -1.471 0.436
C -0.892 -0.405 1.636
C -0.341 0.954 1.321
S 1.386 0.917 0.761
C 1.837 2.400 -0.138
N -0.899 -0.872 -0.935
H -0.046 -3.255 -0.200
H -0.078 -3.168 1.530
H 1.058 -2.148 0.626
H -2.015 -1.836 0.533
H -1.946 -0.181 1.891
H -0.600 -1.036 2.477
H -0.947 1.648 0.720
H -0.291 1.456 2.288
H 2.372 3.293 0.224
H 0.980 2.844 -0.669
H 2.313 1.944 -1.026
H -1.467 -0.057 -1.170
H 0.071 -0.466 -0.996
H -0.940 -1.516 -1.726
H 1.187 1.063 -2.438
H -0.047 1.373 -3.326
O 0.226 1.075 -2.449

---

Model 2:
24
Properties=species:S:1:pos:R:3 method="wB97M-V/def2-TZVPD" charge=+1 multiplicity=1 lumo_energy_ha=-0.115
C -0.645 1.693 1.694
C -0.024 0.328 1.753
C -1.089 -0.765 1.368
C -0.840 -1.356 0.010
S -0.681 0.096 -1.328
C -0.990 -1.121 -2.724
N 1.308 0.215 0.990
H -0.147 2.423 2.202
H -1.632 1.613 2.086
H -0.847 2.122 0.641
H 0.233 0.134 2.816
H -1.058 -1.616 2.064
H -2.044 -0.404 1.385
H 0.036 -1.985 0.094
H -1.834 -1.920 -0.249
H -1.788 -1.829 -2.868
H 0.011 -1.715 -2.726
H -1.086 -0.416 -3.595
H 1.875 -0.689 1.176
H 1.134 0.234 -0.113
H 1.884 1.104 1.184
H 2.166 1.648 -2.376
H 3.463 1.035 -1.883
O 2.597 1.170 -1.600

---

In kcal/mol, relative to the most stable structure: model 1 0.0; model 2 15.6.

---

Model 1:
19
Properties=species:S:1:pos:R:3 method="wB97M-V/def2-TZVPD" charge=+2 multiplicity=1 lumo_energy_ha=-0.316
Pt -0.479 0.883 -0.198
N -0.477 -0.425 -1.768
N 0.198 -1.612 -1.421
C 0.726 -1.735 -0.181
N 1.349 -2.848 0.120
N 0.529 -0.652 0.607
N 1.027 -0.627 1.947
O 0.792 0.383 2.545
O 1.622 -1.589 2.354
H -1.440 -0.652 -2.026
H -0.009 0.003 -2.570
H 0.264 -2.337 -2.121
H 1.440 -3.601 -0.547
H 1.748 -2.955 1.043
Br -0.546 2.564 1.652
C -1.535 3.776 0.508
Br -1.721 2.793 -1.168
H -0.961 4.674 0.314
H -2.526 3.957 0.908

---

Model 2:
19
Properties=species:S:1:pos:R:3 method="wB97M-V/def2-TZVPD" charge=+2 multiplicity=1 lumo_energy_ha="-0.345 / -0.345"
Pt -0.351 -0.072 0.566
N -0.986 1.338 -0.803
N -1.649 2.391 -0.110
C -1.570 2.438 1.244
N -2.088 3.430 1.921
N -0.892 1.387 1.745
N -0.609 1.172 3.102
O -0.941 1.990 3.898
O -0.017 0.127 3.253
H -0.208 1.732 -1.341
H -1.644 0.898 -1.451
H -2.111 3.100 -0.665
H -2.551 4.196 1.453
H -2.000 3.447 2.932
Br 0.807 -2.158 -0.297
C -0.086 -3.201 1.137
Br -1.683 -2.253 1.679
H 0.609 -3.235 1.971
H -0.345 -4.174 0.731

---

In kcal/mol, relative to the most stable structure: model 1 0.0; model 2 25.8.

---

Model 1:
20
Properties=species:S:1:pos:R:3 method="wB97M-V/def2-TZVPD" multiplicity=1 lumo_energy_ha="-0.112 / -0.077"
C 2.063 -1.267 -1.037
C -0.870 0.820 2.075
C 1.479 -0.343 -0.158
C -0.530 0.932 0.708
C -0.264 -0.221 -0.072
C -0.646 -0.187 -1.607
C -0.545 -1.575 0.581
N 2.426 -2.115 -1.733
N -1.260 0.824 3.150
N 2.091 0.343 0.674
N -0.545 2.232 0.030
O -1.327 3.117 0.467
O 0.235 2.405 -0.892
O 1.871 1.331 1.309
H -0.978 0.919 -1.832
H -1.406 -0.946 -1.645
H 0.112 -0.533 -2.208
H -0.600 -1.525 1.616
H 0.159 -2.247 0.308
H -1.464 -1.963 0.265

---

Model 2:
20
Properties=species:S:1:pos:R:3 method="wB97M-V/def2-TZVPD" multiplicity=1 lumo_energy_ha=-0.006
C -2.725 0.765 0.080
C -2.935 0.082 -1.121
C -0.814 -0.011 -0.570
C 2.783 -0.126 1.037
C 3.141 -1.110 0.223
C 0.537 -0.419 -0.670
C 1.657 0.763 0.585
N -1.357 0.686 0.370
N 1.190 -1.381 -1.178
N -1.763 -0.387 -1.553
N 1.990 1.710 -0.500
O 1.336 2.727 -0.615
O 2.801 1.360 -1.338
O 2.503 -1.603 -0.858
H -3.515 1.263 0.614
H -3.814 -0.215 -1.636
H 3.346 0.080 1.854
H 4.053 -1.716 0.339
H 0.962 1.172 1.327
H -1.553 -0.649 -2.512

---

In kcal/mol, relative to the most stable structure: model 1 42.1; model 2 0.0.

---

Model 1:
14
Properties=species:S:1:pos:R:3 method="wB97M-V/def2-TZVPD" multiplicity=1 lumo_energy_ha=0.035
C 1.505 0.131 -0.801
N 0.147 0.136 -1.252
C -0.757 0.750 -0.256
C -1.062 -0.142 0.911
Cl -2.163 0.627 2.057
C -0.652 -1.335 1.282
F 0.215 -2.083 0.541
H 2.164 -0.224 -1.613
H 1.812 1.120 -0.536
H 1.675 -0.501 0.112
H 0.088 0.681 -2.105
H -0.363 1.695 0.169
H -1.742 0.940 -0.762
H -0.867 -1.796 2.253

---

Model 2:
14
Properties=species:S:1:pos:R:3 method="wB97M-V/def2-TZVPD" multiplicity=1 lumo_energy_ha=0.037 smiles=F[C@@H](Cl)[C@@H]1CCN1
F 1.680 -0.230 0.743
C 0.544 -0.872 1.180
Cl 0.254 -0.385 2.903
C -0.563 -0.388 0.350
C -0.209 -0.421 -1.122
C -0.054 1.117 -1.050
N -0.712 1.038 0.270
H 0.762 -1.928 1.184
H -1.484 -0.951 0.590
H -1.019 -0.840 -1.733
H 0.693 -0.908 -1.501
H 1.006 1.428 -1.038
H -0.659 1.749 -1.735
H -0.239 1.591 0.960

---

Model 3:
14
Properties=species:S:1:pos:R:3 method="wB97M-V/def2-TZVPD" multiplicity=1 lumo_energy_ha=0.030
C -0.002 2.539 -0.675
N 0.305 1.275 0.020
C 0.536 0.099 -0.297
Cl 0.615 -0.427 -1.971
C 0.837 -1.060 0.756
C -0.378 -1.933 0.626
F 0.988 -0.534 2.009
H -1.091 2.792 -0.504
H 0.136 2.260 -1.748
H 0.788 3.215 -0.490
H 1.663 -1.542 0.292
H -1.359 -1.422 0.693
H -0.477 -2.378 -0.338
H -0.394 -2.525 1.579

---

In kcal/mol, relative to the most stable structure: model 1 5.6; model 2 0.0; model 3 6.8.

---

Model 1:
57
Properties=species:S:1:pos:R:3 method="wB97M-V/def2-TZVPD" charge=+1 multiplicity=1 lumo_energy_ha=-0.149
Be 0.056 -0.422 -0.226
Se 5.602 2.942 -3.065
N 4.735 3.101 -1.520
C 3.717 2.290 -1.561
C 2.763 2.151 -0.442
C 2.867 2.748 0.765
C 1.931 2.325 1.790
C 0.860 1.561 1.544
N 0.495 1.199 0.170
C 1.698 1.246 -0.706
C 1.586 0.460 -1.824
N 0.530 -0.427 -1.835
C 0.361 -1.237 -2.912
C 1.178 -1.187 -4.004
C 2.268 -0.274 -4.003
C 2.488 0.537 -2.931
C 3.574 1.511 -2.784
N 4.479 1.717 -3.701
H 3.679 3.419 1.000
H 2.119 2.607 2.819
H 0.176 1.217 2.311
H -0.469 -1.932 -2.864
H 0.997 -1.839 -4.845
H 2.934 -0.215 -4.855
Br 3.246 -4.641 3.354
C 2.378 -3.388 2.273
C 3.111 -2.539 1.463
C 2.426 -1.624 0.682
N 1.096 -1.539 0.701
C 0.394 -2.366 1.482
C 0.989 -3.313 2.285
C -1.073 -2.136 1.364
C -2.034 -2.827 2.069
C -3.367 -2.498 1.859
Br -4.707 -3.411 2.781
C -3.696 -1.492 0.965
C -2.667 -0.850 0.301
N -1.383 -1.166 0.488
H 4.190 -2.585 1.432
H 2.940 -0.930 0.029
H 0.409 -3.979 2.907
H -1.765 -3.606 2.767
H -4.722 -1.210 0.783
H -2.874 -0.054 -0.398
C -1.407 1.876 -2.163
Si -0.718 2.452 -0.528
C 0.091 4.086 -0.815
C -2.082 2.636 0.725
H -2.208 2.583 -2.400
H -1.806 0.866 -2.242
H -0.642 1.972 -2.939
H -0.669 4.770 -1.204
H 0.890 4.020 -1.553
H 0.499 4.511 0.102
H -2.820 3.324 0.304
H -1.713 3.077 1.655
H -2.600 1.708 0.973

---

Model 2:
57
Properties=species:S:1:pos:R:3 method="wB97M-V/def2-TZVPD" charge=+1 multiplicity=1 lumo_energy_ha=-0.154
Be 0.044 0.092 0.369
Se 6.487 -2.765 -0.517
N 5.481 -1.693 -1.514
C 4.319 -1.575 -0.930
C 3.231 -0.773 -1.488
C 3.256 -0.072 -2.656
C 2.070 0.670 -3.021
C 0.939 0.648 -2.297
N 0.815 -0.166 -1.130
C 2.061 -0.773 -0.687
C 1.910 -1.434 0.507
N 0.668 -1.283 1.105
C 0.454 -1.934 2.267
C 1.375 -2.761 2.844
C 2.643 -2.931 2.235
C 2.923 -2.268 1.073
C 4.166 -2.312 0.316
N 5.210 -2.999 0.697
H 4.140 -0.042 -3.274
H 2.091 1.295 -3.904
H 0.074 1.236 -2.558
H -0.516 -1.774 2.724
H 1.139 -3.266 3.768
H 3.389 -3.570 2.688
Br 1.837 5.465 3.357
C 1.382 3.890 2.439
C 2.370 2.985 2.072
C 1.989 1.835 1.417
N 0.711 1.571 1.132
C -0.238 2.452 1.468
C 0.058 3.633 2.133
C -1.575 1.998 1.092
C -2.729 2.751 1.247
C -3.943 2.187 0.907
Br -5.526 3.180 1.087
C -3.981 0.879 0.436
C -2.791 0.210 0.289
N -1.602 0.749 0.587
H 3.410 3.170 2.292
H 2.712 1.094 1.102
H -0.711 4.337 2.414
H -2.688 3.762 1.624
H -4.913 0.397 0.182
H -2.786 -0.803 -0.088
C -1.192 -2.962 -0.569
Si -0.315 -1.789 -1.756
C 1.040 -2.748 -2.632
C -1.489 -0.935 -2.958
H -1.789 -3.650 -1.174
H -1.843 -2.528 0.187
H -0.436 -3.537 -0.034
H 0.589 -3.598 -3.149
H 1.772 -3.148 -1.927
H 1.558 -2.132 -3.366
H -2.069 -1.691 -3.493
H -0.926 -0.375 -3.697
H -2.200 -0.253 -2.486

---

In kcal/mol, relative to the most stable structure: model 1 0.0; model 2 16.5.

---

Model 1:
8
Properties=species:S:1:pos:R:3 method="wB97M-V/def2-TZVPD" multiplicity=1 lumo_energy_ha="-0.014 / -0.028"
N -0.273 0.133 -0.710
N 1.946 -0.701 -0.557
N -1.125 -0.775 -0.430
P 1.214 0.510 -0.071
H -1.638 -1.200 -1.227
H -1.088 -1.443 0.344
H 1.335 1.050 1.370
H 1.398 1.761 -0.623

---

Model 2:
8
Properties=species:S:1:pos:R:3 method="wB97M-V/def2-TZVPD" multiplicity=1 lumo_energy_ha=0.026 smiles=Pn1[nH][nH]1
P 1.495 -0.199 -0.011
N -0.174 -0.124 -0.488
N -1.249 -0.907 0.067
N -1.182 0.716 -0.063
H 1.394 1.194 -0.269
H 1.825 -0.581 -1.240
H -1.096 -1.144 1.086
H -1.013 1.044 0.918

---

In kcal/mol, relative to the most stable structure: model 1 5.2; model 2 0.0.